Record 1
DFT (the ωB97M-V functional and the def2-TZVPD basis) results for a cluster of 2 separate species, C3H8N2O2 in total.

Element x y z (Å)
N 0.69 -2.48 0.09
C -0.09 -0.20 -0.98
O -0.08 -0.71 -2.05
N -1.24 0.13 -0.17
C -0.85 1.49 0.21
C 0.63 1.33 0.57
O 1.04 0.34 -0.38
H 0.79 -2.53 -0.92
H -0.30 -2.54 0.30
H -1.24 -0.46 0.66
H -1.49 1.91 0.97
H -0.92 2.08 -0.71
H 0.76 0.98 1.61
H 1.23 2.23 0.42
H 1.07 -1.58 0.38

As for the SMILES: O=C1NCCO1.N. For the HOMO-LUMO gap, the calculation gives 10.48 eV. Its energy above the lowest of the compared OMol25 structures with the same formula, charge and spin is 35.5 kcal/mol. As for the LUMO energy: 0.62 eV. The value obtained for the HOMO energy is -9.86 eV. The total charge is 0.

---

Record 2
DFT (the ωB97M-V functional and the def2-TZVPD basis) results for a structure of composition C42H43N3O3P2PtS2Te.

Element x y z (Å)
Pt -0.79 1.29 -1.06
Te -0.10 3.61 2.39
C -0.44 3.97 0.34
C -1.56 3.36 -0.29
C -1.99 3.97 -1.49
N -1.32 4.92 -2.13
C -0.21 5.37 -1.56
C 0.26 4.95 -0.32
C 0.16 1.54 2.08
P -0.78 0.59 3.08
C -1.71 1.54 4.28
C -1.05 2.06 5.40
C -1.78 2.80 6.32
C -3.14 3.01 6.12
C -3.78 2.48 5.02
C -3.07 1.74 4.09
C -0.50 -1.06 3.65
C -1.08 -1.38 4.89
C -0.84 -2.61 5.46
C -0.02 -3.53 4.82
C 0.53 -3.23 3.58
C 0.26 -2.01 2.97
P 0.93 1.17 0.47
C 1.97 -0.29 0.71
C 2.68 -0.41 1.91
C 3.62 -1.41 2.05
C 3.86 -2.30 1.00
C 3.17 -2.16 -0.19
C 2.22 -1.16 -0.34
C 2.23 2.39 0.12
C 3.13 2.85 1.08
C 4.18 3.68 0.70
C 4.34 4.02 -0.64
C 3.47 3.53 -1.60
C 2.41 2.73 -1.22
H -2.29 2.85 0.33
H -2.94 3.69 -1.92
H 0.32 6.15 -2.10
H 1.15 5.40 0.11
H 0.01 1.88 5.56
H -1.28 3.21 7.19
H -3.70 3.59 6.84
H -4.84 2.64 4.88
H -3.57 1.32 3.22
H -1.70 -0.66 5.41
H -1.28 -2.86 6.42
H 0.19 -4.48 5.28
H 1.14 -3.95 3.06
H 0.63 -1.82 1.98
H 2.50 0.27 2.73
H 4.17 -1.51 2.98
H 4.60 -3.08 1.11
H 3.36 -2.85 -1.01
H 1.68 -1.05 -1.27
H 3.02 2.58 2.12
H 4.87 4.05 1.44
H 5.17 4.66 -0.93
H 3.61 3.79 -2.64
H 1.71 2.35 -1.97
C 1.14 -7.03 -0.44
C 0.55 -5.64 -0.47
C 0.81 -4.77 -1.53
C 0.24 -3.52 -1.58
C -0.60 -3.11 -0.54
C -0.88 -3.96 0.52
C -0.31 -5.22 0.54
S -1.48 -1.60 -0.67
O -2.66 -1.88 -1.44
O -1.68 -1.04 0.66
O -0.51 -0.70 -1.47
H 2.00 -7.11 -1.11
H 0.40 -7.76 -0.76
H 1.45 -7.30 0.57
H 1.47 -5.09 -2.33
H 0.43 -2.85 -2.41
H -1.56 -3.64 1.30
H -0.54 -5.89 1.36
C -2.91 -1.91 -6.21
C -1.79 -1.82 -5.19
N -2.11 -0.93 -4.08
C -1.94 0.37 -4.06
S -2.56 1.26 -2.67
N -1.43 1.01 -5.11
C -1.06 2.42 -5.18
C 0.36 2.66 -4.69
H -2.63 -2.57 -7.03
H -3.15 -0.93 -6.63
H -3.82 -2.31 -5.75
H -0.85 -1.50 -5.66
H -1.58 -2.80 -4.76
H -2.55 -1.33 -3.26
H -1.20 0.45 -5.91
H -1.78 3.00 -4.62
H -1.15 2.71 -6.23
H 0.42 2.40 -3.63
H 0.62 3.71 -4.81
H 1.07 2.05 -5.24

For the HOMO-LUMO gap, the calculation gives 6.66 eV. Its energy above the lowest of the compared OMol25 structures with the same formula, charge and spin is 13.1 kcal/mol. As for the LUMO energy: -6.64 eV. The value obtained for the HOMO energy is -13.30 eV. The total charge is +2.